Entry from the OMol25 dataset: an isolated molecule of C4H6N2Se (the ωB97M-V functional and the def2-TZVPD basis).

The spin multiplicity is 3. Its gap between HOMO and LUMO (spin up / spin down) is 5.0108 / 7.6514 eV. The HOMO energy (spin up / spin down) comes out at -4.483 / -9.160 eV.

XYZ file:
```
13
Properties=species:S:1:pos:R:3:forces:R:3:nbo_charge:R:1
C 1.613873 1.593554 -0.816348 -3.672 -0.107 -0.848 0.0772
C 1.937427 0.545855 0.007879 1.247 -3.330 2.524 -0.1351
C -0.356157 0.738667 -0.471383 -0.195 -4.455 2.213 0.0851
C -1.997950 -1.368603 0.487809 0.056 1.420 0.061 -0.7549
N 0.320470 1.627337 -1.058376 1.866 3.844 -1.844 -0.5486
N 0.876639 -0.144479 0.507361 -2.212 2.264 -1.283 -0.6242
Se -2.160214 0.397699 -0.400895 0.651 0.182 1.150 0.4338
H 2.205187 2.300478 -1.251309 1.795 1.582 -0.955 0.1997
H 2.880579 0.319154 0.432801 0.905 0.178 0.167 0.1998
H -1.284991 -1.869653 -0.119114 0.351 -0.837 -0.274 0.2218
H -1.840134 -1.468546 1.571130 0.145 0.655 -0.496 0.2286
H -2.993995 -1.588259 0.247529 -1.309 -1.515 -0.099 0.2169
H 0.799266 -1.083210 0.862913 0.371 0.119 -0.316 0.4000
```
Forces are in eV/Å.

Entry from the OMol25 dataset: the ion C4H6N3 with charge +1 (the ωB97M-V functional and the def2-TZVPD basis).

Its gap between HOMO and LUMO is 9.2928 eV. The HOMO energy comes out at -14.110 eV. The total charge is +1.

XYZ file:
```
13
Properties=species:S:1:pos:R:3:forces:R:3:nbo_charge:R:1
C 1.146235 1.951036 0.026412 3.135 4.655 -0.972 -0.2725
C -0.083528 1.547851 0.404890 -0.119 -1.973 0.536 0.1451
C -0.678779 -0.936721 0.626094 0.234 2.828 1.042 0.2957
C -0.941413 -1.731567 -0.578582 -2.319 0.446 -0.355 -0.7042
N 1.908904 0.944120 -0.223651 0.722 -2.638 -0.539 0.1129
N 2.041472 -0.154428 -0.331551 1.214 -0.512 -0.241 0.1902
N -0.330447 0.296883 0.549186 -1.509 -1.396 0.394 -0.3714
H 1.675531 2.935006 -0.179184 -1.628 -1.093 0.696 0.2951
H -0.738300 2.289867 0.683280 -2.113 1.350 0.303 0.2594
H -0.823157 -1.293733 1.700663 0.421 -0.159 -1.614 0.2465
H -0.802093 -1.296542 -1.562647 0.491 0.763 0.289 0.2577
H -0.337109 -2.580668 -0.520184 0.583 -1.845 0.103 0.2660
H -2.037316 -1.971103 -0.594725 0.888 -0.426 0.357 0.2794
```
Forces are in eV/Å.

Entry from the OMol25 dataset: a cluster of 2 separate species, C4H6N3O3 in total (the ωB97M-V functional and the def2-TZVPD basis).

Its gap between HOMO and LUMO is 6.0854 eV. The HOMO energy comes out at -2.189 eV. The total charge is -1.

XYZ file:
```
16
Properties=species:S:1:pos:R:3:forces:R:3:nbo_charge:R:1
C 0.121344 -0.476338 -1.870601 -0.650 0.609 -0.417 -0.4314
C 1.025605 -1.361574 -1.248951 -0.529 2.607 1.835 -0.4449
C 0.025641 0.651029 -1.082517 0.274 -1.073 -0.243 0.3714
C 1.348659 -0.712824 -0.089314 0.463 0.268 0.633 0.3686
N 0.763056 0.499045 0.032268 1.002 0.864 -0.424 -0.6119
N -1.603261 -0.049862 1.460239 -1.720 -2.341 0.015 -0.6394
N -0.514108 0.657159 1.842348 -2.263 1.579 1.443 0.2808
O -0.780366 1.878973 2.029143 0.401 -2.336 -0.758 -0.5047
O -0.722989 1.773675 -1.388216 -0.601 1.181 1.812 -0.7244
O 2.258701 -1.099045 0.928589 -1.044 -1.278 -1.584 -0.7241
H -0.421660 -0.640695 -2.754187 -0.555 -0.172 -1.137 0.1808
H 1.294271 -2.312773 -1.385390 0.909 -3.491 -1.245 0.1871
H -1.605823 -1.131379 1.466024 0.972 2.790 -0.107 0.3875
H -2.582718 0.318317 1.288569 2.033 0.319 0.331 0.3561
H -0.966463 2.264049 -0.537157 0.757 -1.216 -1.529 0.4772
H 2.360111 -0.257757 1.309154 0.551 1.692 1.373 0.4713
```
Forces are in eV/Å.

Entry from the OMol25 dataset: the ion C4H6N3O4 with charge +1 (the ωB97M-V functional and the def2-TZVPD basis).

Its gap between HOMO and LUMO is 10.5408 eV. The HOMO energy comes out at -14.492 eV. The total charge is +1.

XYZ file:
```
17
Properties=species:S:1:pos:R:3:forces:R:3:nbo_charge:R:1
C -0.067101 -1.405135 -0.284398 -0.544 5.831 0.727 0.7163
C 0.764324 1.027768 0.527038 -1.732 -2.354 -0.147 0.6832
C -0.354671 -0.622303 2.041902 0.332 1.217 0.533 0.8027
C -0.092087 0.327715 -0.676738 1.585 -2.019 3.854 0.1979
N -0.406092 -1.549502 1.021341 -1.621 -3.550 -0.269 -0.6769
N 0.395049 0.551843 1.783580 -0.517 0.046 -0.236 -0.6697
N 0.536940 0.655026 -1.963017 2.987 0.261 0.301 -0.7262
O -0.004754 -2.126481 -1.184829 0.280 -2.759 -2.100 -0.4998
O 1.651080 1.767934 0.293974 1.084 1.328 -0.612 -0.5179
O -0.825411 -0.811567 3.121649 -0.015 -0.239 -0.210 -0.5017
O -1.356811 0.793500 -0.547620 -1.849 -0.503 -1.918 -0.6633
H -0.946654 -2.475747 1.250053 1.542 2.256 -0.268 0.4737
H 0.521772 1.082702 2.661892 0.281 -0.122 -0.979 0.4670
H 0.042267 1.393949 -2.390344 -1.201 1.282 -0.709 0.4481
H 0.602576 -0.102510 -2.668857 0.184 -0.045 0.711 0.4702
H 1.513315 1.148397 -1.770873 -1.718 -1.386 -0.130 0.4922
H -1.973741 0.344410 -1.214755 0.925 0.757 1.450 0.5041
```
Forces are in eV/Å.

Entry from the OMol25 dataset: a structure of composition C4H6N4 (the ωB97M-V functional and the def2-TZVPD basis).

Its gap between HOMO and LUMO is 8.0274 eV. The HOMO energy comes out at -9.077 eV.

XYZ file:
```
14
Properties=species:S:1:pos:R:3:forces:R:3:nbo_charge:R:1
C 0.551817 -0.277960 -0.456898 1.833 -1.939 1.816 0.4898
C 0.208571 1.417885 1.275501 -0.649 1.407 -1.561 0.0395
C -0.218863 1.549414 -0.193514 -1.339 2.686 1.740 -0.0075
C -0.503029 -2.184733 0.364893 -0.026 0.387 0.344 0.0049
N 0.756453 0.314990 1.346663 0.143 -1.389 -1.964 -0.2897
N -0.458278 -1.243357 -0.473715 -0.392 0.117 -0.243 -0.4768
N 1.592970 -0.299366 -1.171342 -0.189 0.299 0.840 -0.6824
N -1.490513 1.545269 -0.437110 0.770 -1.037 0.208 -0.5807
H 1.703068 -1.178097 -1.677829 -0.412 0.249 -0.432 0.3597
H -1.706754 1.248911 -1.388628 0.134 0.524 -0.209 0.3476
H 0.117140 2.205394 2.019196 -0.088 -0.311 0.322 0.2061
H 0.581491 2.075122 -0.719806 0.046 -0.921 -0.604 0.2409
H -1.328785 -2.888643 0.313552 0.078 -0.096 -0.160 0.1773
H 0.194712 -2.284828 1.199036 0.093 0.023 -0.095 0.1712
```
Forces are in eV/Å.

Entry from the OMol25 dataset: an isolated molecule of C4H6N4 (the ωB97M-V functional and the def2-TZVPD basis).

Its gap between HOMO and LUMO (spin up / spin down) is 7.6523 / 7.6537 eV. The HOMO energy (spin up / spin down) comes out at -7.497 / -7.499 eV.

XYZ file:
```
14
Properties=species:S:1:pos:R:3:forces:R:3:nbo_charge:R:1
C 1.331596 0.902825 -0.965652 1.593 -0.502 -0.986 -0.3333
C 0.710008 -0.358084 -0.915847 0.613 3.399 -0.534 0.0409
C 1.037876 1.820564 0.126927 0.807 -2.114 -2.200 0.1036
C -0.791927 0.514386 0.701046 -3.828 0.087 5.957 0.5295
N 0.034972 1.562289 0.886293 -0.400 1.414 0.776 -0.4556
N -2.012141 0.295878 1.727320 4.625 0.771 -4.839 -0.8684
N -0.313731 -0.505754 -0.071936 -2.498 -0.145 1.241 -0.1936
N -1.159167 -1.612438 -0.112077 0.157 -0.411 -1.004 -0.6473
H 2.151221 1.151935 -1.796557 -1.925 -0.805 2.187 0.2376
H 0.921296 -1.111549 -1.633990 0.012 -0.721 -0.234 0.2254
H 1.792029 2.589301 0.306523 -0.725 0.289 0.300 0.2014
H -2.134613 1.230549 2.198771 0.726 -1.010 -0.878 0.3455
H -1.897921 -1.695487 0.609716 1.269 0.604 -0.175 0.4511
H -0.569187 -2.380091 -0.363215 -0.426 -0.855 0.388 0.3632
```
Forces are in eV/Å.

Entry from the OMol25 dataset: a cluster of 2 separate species, C4H6N4 in total (the ωB97M-V functional and the def2-TZVPD basis).

Its gap between HOMO and LUMO is 9.0013 eV. The HOMO energy comes out at -8.949 eV.

XYZ file:
```
14
Properties=species:S:1:pos:R:3:forces:R:3:nbo_charge:R:1
C -2.068745 0.295510 0.059906 -0.612 -0.491 0.293 -0.4075
N -0.698650 -0.144159 -0.175291 0.011 -1.264 -0.363 -0.5340
C -0.362008 -1.340712 -0.126645 -0.209 0.991 0.537 0.7096
C 1.121684 0.991786 -0.470275 4.991 0.583 -0.507 0.2455
N 0.036762 -2.472285 -0.141742 -0.024 -0.018 -0.587 -0.6557
N 1.425431 2.117321 -0.002824 -2.609 -0.487 0.509 -0.7293
C 2.152378 -0.327745 0.140162 -1.415 0.877 0.487 0.1303
N 2.781852 -1.062497 0.772487 -0.062 0.137 -0.375 -0.4259
H 0.711667 -2.845397 0.510460 -0.117 0.011 0.237 0.4374
H 1.003739 2.813709 0.598866 0.645 -0.399 -0.072 0.4203
H 1.276296 0.853185 -1.541761 -1.354 -0.536 -0.069 0.1820
H -2.112810 1.011241 0.879787 0.106 0.292 -0.347 0.2135
H -2.722245 -0.527164 0.355519 0.241 -0.253 0.218 0.2008
H -2.545351 0.637206 -0.858648 0.409 0.557 0.038 0.2130
```
Forces are in eV/Å.

Entry from the OMol25 dataset: a cluster of 2 separate species, C4H6N4 in total (the ωB97M-V functional and the def2-TZVPD basis).

Its gap between HOMO and LUMO is 10.0321 eV. The HOMO energy comes out at -9.214 eV.

XYZ file:
```
14
Properties=species:S:1:pos:R:3:forces:R:3:nbo_charge:R:1
C -2.355649 -0.217913 -0.386912 -0.279 0.307 0.537 0.2488
C 1.033712 -1.278066 -0.515930 0.062 -1.149 0.537 0.3151
C 0.899756 -2.445003 0.346032 -1.199 -3.302 -0.514 -0.7573
C -1.348556 0.768607 -0.635589 -1.007 -2.105 -3.048 -0.1200
N -3.264871 -0.908916 -0.270674 0.005 -0.417 0.029 -0.3212
N 1.061262 -0.383789 -1.228536 0.442 0.191 -0.222 -0.3508
N -0.219498 2.604492 -0.062536 0.863 1.762 3.070 -0.5882
N -1.043360 1.626660 0.178551 -0.392 1.465 3.599 -0.1615
H 1.350518 -3.454005 0.029859 -0.274 1.801 -0.718 0.2650
H -0.162523 -2.790960 0.508137 0.761 1.013 -0.401 0.2719
H 1.312920 -2.450010 1.314255 0.603 1.227 1.262 0.2601
H -0.972949 0.707624 -1.639454 0.272 0.254 -0.544 0.1997
H -0.078820 2.937127 -0.965220 0.332 0.458 -1.909 0.3576
H -0.172318 3.328933 0.711883 -0.188 -1.506 -1.677 0.3809
```
Forces are in eV/Å.